# 1
Here is a molecular structure, C12H4F5OOsS2SbSe4 from the OMol25 dataset. Energies are from ωB97M-V/def2-TZVPD.

```
30
Properties=species:S:1:pos:R:3:forces:R:3
Os 1.65540 0.77022 -0.18216 0.2 -0.3 -0.1
S 2.78577 1.63653 1.59074 -0.1 0.1 0.0
C 1.66911 2.79599 2.31417 0.0 -0.1 0.0
C 2.01967 3.46365 3.48714 0.0 0.0 0.0
C 1.15309 4.36466 4.08470 0.0 0.0 0.0
C -0.08770 4.61482 3.50790 0.0 0.0 0.0
C -0.44275 3.95946 2.33811 0.0 0.0 0.0
C 0.42466 3.05101 1.73426 -0.1 0.0 0.0
S -0.04245 2.24106 0.23339 0.0 0.1 0.1
H 2.98731 3.25615 3.93063 0.0 0.0 0.0
H 1.44283 4.86739 5.00046 0.0 0.0 0.0
H -0.77715 5.31213 3.96973 0.0 0.0 0.0
H -1.40656 4.14238 1.87600 0.0 0.0 0.0
F -3.23386 3.15557 -4.26950 0.0 0.0 0.0
C -2.21653 2.44843 -3.73281 0.0 0.0 0.0
C -0.91283 2.88044 -3.87484 0.0 0.0 0.0
F -0.66821 4.02004 -4.55093 0.0 0.0 0.0
C 0.12634 2.15258 -3.33150 0.0 0.1 0.0
F 1.37558 2.61845 -3.47529 0.0 0.0 0.0
C -0.07464 0.96495 -2.61071 0.0 -0.1 0.1
O 0.92685 0.29477 -2.10424 -0.1 0.1 0.1
C -1.41582 0.55563 -2.49208 0.0 0.0 0.0
F -1.70870 -0.56120 -1.81642 0.0 0.0 0.0
C -2.46021 1.27971 -3.03725 0.0 0.0 0.0
F -3.72990 0.85755 -2.89320 0.0 0.0 0.0
Se 0.73565 -1.74090 0.85552 0.1 0.1 -0.1
Sb 3.08941 -2.40493 0.35728 0.0 0.1 0.0
Se 3.84315 -0.43819 -0.94462 -0.1 0.0 0.0
Se 3.34110 -2.05202 2.79346 0.0 0.0 0.1
Se 3.78186 -4.55752 -0.45209 0.0 0.0 0.0
```
Forces are in eV/Å.

Spin multiplicity = 5
HOMO level (spin up / spin down) = -0.0561 / -0.0797 Eh
Charge = -2
Energy above the lowest of the compared OMol25 structures with the same formula, charge and spin = 0.61 kcal per mole

# 2
Here is a single C6H4 molecule from the OMol25 dataset. Energies are from ωB97M-V/def2-TZVPD.

```
10
Properties=species:S:1:pos:R:3:forces:R:3
C 0.86043 -1.39613 0.17517 2.0 0.2 -0.4
C 1.80183 0.94832 0.05792 -1.0 -1.0 0.8
C 1.73594 -0.29543 0.12165 2.5 -1.5 -1.6
C -0.23653 -0.76376 0.65793 -1.7 4.0 2.4
C -1.24216 0.17109 0.19088 -1.1 -0.1 0.4
C -0.03239 0.68104 0.96230 -0.6 -2.1 -1.3
H 1.04929 -2.40085 -0.13500 0.0 -0.3 -0.1
H 2.27621 1.88570 0.02713 0.2 0.6 0.2
H -1.45093 0.21154 -0.87322 0.2 0.5 -0.3
H -2.11686 0.35856 0.79932 -0.4 -0.4 -0.1
```
Forces are in eV/Å.

Spin multiplicity = 3
HOMO level (spin up / spin down) = -0.2394 / -0.3302 Eh
Energy above the lowest of the compared OMol25 structures with the same formula, charge and spin = 52.55 kcal per mole

# 3
Here is a molecular structure, C18H27AsCl2N5Si2V from the OMol25 dataset. Energies are from ωB97M-V/def2-TZVPD.

```
56
Properties=species:S:1:pos:R:3:forces:R:3
V -0.97390 -0.48796 -0.38388 -0.9 -2.1 -0.2
N -1.70134 0.80366 2.89439 0.1 -0.4 -0.2
C -2.55310 -0.13261 3.43896 -0.1 -0.2 -0.1
C -2.51807 -1.21088 2.61382 -0.5 -0.1 0.5
N -1.66212 -0.96658 1.57660 0.0 0.0 -0.5
C -1.17835 0.25283 1.76896 -0.1 0.9 1.6
C -0.69498 1.77361 -0.01944 -0.2 1.3 0.5
N -0.84573 1.07603 -1.27954 0.4 0.4 -0.5
C -0.39212 1.93272 -2.24166 0.4 1.3 -0.8
C 0.27012 2.97017 -1.69161 -0.3 -0.6 -0.3
N 0.22810 2.88417 -0.28186 0.3 -0.2 -0.2
H -1.45204 1.70031 3.27979 0.0 0.0 -0.1
H -3.08778 0.05814 4.34520 -0.1 0.0 0.2
H -3.03227 -2.14910 2.70771 -0.1 0.0 0.0
H -0.56337 1.73426 -3.28453 0.0 0.0 -0.1
H 0.77987 3.79130 -2.15440 0.1 0.1 -0.2
H 1.13671 2.80098 0.16601 -0.2 -0.1 0.0
Cl -3.54744 0.60384 -0.98973 -0.8 -0.4 -0.2
C -3.29290 2.04783 -0.07547 0.4 0.6 0.4
C -4.42933 2.79818 0.19204 0.0 0.0 0.0
C -4.34871 3.91764 0.99586 0.1 -0.2 0.0
C -3.14543 4.23475 1.60348 0.0 0.0 0.0
C -2.01998 3.48256 1.31933 -0.4 0.0 -0.3
Cl -0.57480 3.86486 2.19196 0.0 0.2 0.5
C -2.03409 2.41848 0.41095 -0.2 0.4 -0.1
N -0.26753 0.76295 0.91219 1.0 0.5 0.5
H -5.36880 2.48845 -0.23658 -0.1 0.0 0.0
H -5.22535 4.51499 1.18058 -0.1 0.1 0.1
H -3.07266 5.05318 2.30172 0.0 0.1 0.0
C 2.05824 -1.59461 1.73549 -0.4 -0.3 -0.6
Si 1.35440 -2.95036 0.57110 0.3 -0.6 1.1
C 2.77608 -4.20261 0.26122 -0.6 0.6 -0.2
C 0.03041 -3.92004 1.57175 0.3 0.4 -0.5
As 0.29629 -2.17977 -1.39860 1.4 -1.2 -0.6
Si 2.09721 -1.00718 -2.38681 0.6 0.5 -0.6
C 1.44873 -0.41031 -4.10359 -0.1 -0.3 0.8
C 2.68743 0.48796 -1.32646 -0.4 -0.6 -0.2
C 3.64008 -2.09209 -2.77612 -0.8 0.2 0.4
H 2.11032 -1.94200 2.76355 0.0 -0.2 0.1
H 1.41352 -0.71864 1.71253 0.0 0.1 0.0
H 3.05633 -1.28754 1.43777 0.2 0.1 -0.1
H 3.17850 -4.56342 1.20239 0.0 0.0 0.3
H 3.59043 -3.75635 -0.29752 0.2 0.1 -0.1
H 2.42303 -5.06171 -0.29984 -0.1 -0.2 -0.1
H 0.45778 -4.45296 2.41653 0.2 0.0 0.1
H -0.47397 -4.64853 0.93956 0.0 -0.1 -0.1
H -0.71969 -3.23625 1.95786 -0.1 0.1 0.0
H 0.36276 -0.33317 -4.06919 -0.1 0.0 -0.1
H 1.70136 -1.12039 -4.88570 0.1 -0.2 -0.1
H 1.84778 0.55700 -4.39445 0.1 0.2 0.1
H 2.14477 0.49124 -0.38103 0.0 0.0 0.1
H 2.48779 1.43018 -1.82951 -0.1 0.1 -0.1
H 3.74993 0.44165 -1.10435 0.2 -0.1 0.0
H 3.32416 -3.08295 -3.08931 0.0 -0.2 -0.1
H 4.28843 -2.20522 -1.91328 0.1 0.0 0.2
H 4.23531 -1.66070 -3.57484 0.0 0.2 -0.2
```
Forces are in eV/Å.

Spin multiplicity = 3
HOMO level (spin up / spin down) = -0.2666 / -0.2702 Eh
Energy above the lowest of the compared OMol25 structures with the same formula, charge and spin = 25.42 kcal per mole

# 4
Here is a molecular structure, C14H21O5PTm from the OMol25 dataset. Energies are from ωB97M-V/def2-TZVPD.

```
42
Properties=species:S:1:pos:R:3:forces:R:3
O -0.28012 3.67600 -4.55170 0.7 -2.1 2.3
C -0.03991 2.90049 -3.75292 -0.6 1.8 -2.0
Tm 0.54975 0.11010 -2.29086 0.2 4.9 2.8
O 0.15094 0.14383 -5.86851 0.6 0.8 4.5
C 0.29504 0.28106 -4.73503 -0.8 -0.9 -6.0
C 0.34065 -1.91278 -3.12214 -0.8 -8.3 -4.0
O 0.22022 -2.90580 -3.70006 0.5 4.5 2.8
C -1.69347 -0.18188 -3.08857 -6.0 -1.3 -2.1
O -2.71163 -0.44853 -3.56164 4.5 1.3 2.1
C 2.55550 -0.29440 -3.46547 5.9 -1.8 -3.3
O 3.46965 -0.59949 -4.09779 -4.0 1.4 2.8
C 2.60966 1.09074 0.66661 -0.3 0.3 0.1
C 1.67025 0.09929 1.37226 0.4 -0.4 -0.2
C 1.44173 0.49555 2.82947 0.1 0.1 0.5
P 0.12448 -0.19168 0.40340 -0.5 0.3 0.4
C -0.48252 -1.91076 0.67093 0.3 -0.2 0.0
C -0.30549 -2.37203 2.12041 0.0 -0.3 0.4
C -1.90956 -2.12543 0.15460 0.0 -0.2 0.3
C -1.20134 1.01830 0.89322 -0.1 0.1 -0.6
C -1.80450 0.75997 2.26690 -0.1 0.1 0.4
C -0.73477 2.48157 0.72445 0.0 0.0 0.2
H 2.15349 2.08525 0.55699 0.1 -0.2 0.1
H 2.93094 0.74725 -0.33005 0.0 -0.1 -0.1
H 3.52240 1.21496 1.26186 -0.1 0.0 -0.2
H 2.15812 -0.89158 1.35666 -0.1 0.2 0.0
H 0.98545 1.48844 2.93296 0.1 -0.3 -0.1
H 0.83811 -0.23429 3.38144 0.2 0.2 -0.2
H 2.41846 0.54296 3.33329 -0.2 0.0 -0.2
H 0.20684 -2.51996 0.05488 -0.1 0.0 0.1
H -0.90524 -1.76256 2.81555 0.3 -0.3 -0.2
H -0.64664 -3.41717 2.20083 0.1 0.4 0.0
H 0.75079 -2.35089 2.43481 -0.5 0.0 -0.1
H -2.08120 -1.73809 -0.85676 0.0 0.1 -0.1
H -2.09865 -3.20594 0.12109 -0.1 0.3 0.0
H -2.66061 -1.67564 0.81724 0.2 -0.1 -0.2
H -1.99958 0.84278 0.14435 0.2 0.0 0.2
H -1.05727 0.81154 3.06294 -0.3 0.0 -0.1
H -2.55017 1.53888 2.46211 0.1 -0.1 0.0
H -2.32172 -0.19961 2.32018 0.1 0.1 0.0
H -0.41957 2.72757 -0.30809 0.0 -0.1 0.2
H -1.58151 3.14537 0.96289 0.3 -0.2 -0.1
H 0.09301 2.73664 1.40727 -0.4 -0.1 -0.3
```
Forces are in eV/Å.

Spin multiplicity = 3
HOMO level (spin up / spin down) = -0.7227 / -0.7219 Eh
Charge = +3
Energy above the lowest of the compared OMol25 structures with the same formula, charge and spin = 0.00 kcal per mole

# 5
Here is a gas-phase ion, C7H8NOS (charge +1) from the OMol25 dataset. Energies are from ωB97M-V/def2-TZVPD.

```
18
Properties=species:S:1:pos:R:3:forces:R:3
C -1.92523 1.67169 0.54571 -0.3 -3.0 0.2
C -2.14605 0.27651 0.80113 -1.8 0.5 0.1
C -0.70748 2.06531 0.13613 1.5 -1.5 -0.6
C -1.11316 -0.62884 0.72579 -0.5 -0.3 -0.7
C 0.33306 1.12359 -0.11485 -2.6 -0.7 1.0
C 2.11368 -0.38203 -1.06117 1.4 -0.2 0.3
C 1.26726 -1.04026 0.00936 -1.6 -3.0 -0.4
N 0.05647 -0.20205 0.21264 2.0 3.0 -0.2
O 0.81147 -2.27351 -0.56183 0.5 0.8 -0.3
S 1.83112 1.44216 -0.86552 0.2 -1.0 -0.5
H -2.73884 2.35889 0.50559 -0.5 0.3 0.3
H -3.23067 -0.02056 0.88596 1.6 -0.1 0.5
H -0.70313 3.01884 -0.25237 1.0 2.1 -0.6
H -1.15666 -1.72826 0.87189 -0.4 1.1 0.0
H 3.18399 -0.56894 -0.91166 -0.2 0.3 0.6
H 2.00868 -0.92502 -2.03033 -1.0 1.1 0.4
H 1.66053 -1.32820 0.99749 0.5 0.9 -0.3
H 0.45496 -2.85932 0.10602 0.2 -0.3 0.3
```
Forces are in eV/Å.

HOMO level = -0.4874 Eh
Charge = +1
Energy above the lowest of the compared OMol25 structures with the same formula, charge and spin = 0.67 kcal per mole

# 6
Here is 2 unconnected molecules or ions with the total composition C2H3F3NO from the OMol25 dataset. Energies are from ωB97M-V/def2-TZVPD.

```
10
Properties=species:S:1:pos:R:3:forces:R:3
C -0.13437 -0.53261 -0.55809 1.8 -1.1 1.5
C -0.94175 0.44769 0.19812 0.1 -0.9 1.1
N 1.65444 -0.31994 0.28307 -3.3 -1.0 0.8
O 1.43535 0.60952 1.19596 1.2 0.2 0.0
F -0.27814 -1.87266 -0.15811 -0.7 0.6 -0.1
F -2.15997 -0.10424 0.71970 1.3 0.6 -0.2
F -1.34834 1.51397 -0.56334 0.2 -0.1 -0.2
H -0.24886 -0.51149 -1.60264 0.1 0.2 -1.5
H -0.14321 0.76873 0.99523 -1.4 0.1 -0.2
H 2.16485 0.00104 -0.50990 0.6 1.4 -1.2
```
Forces are in eV/Å.

HOMO level (spin up / spin down) = -0.0939 / -0.0938 Eh
Charge = -1
Energy above the lowest of the compared OMol25 structures with the same formula, charge and spin = 50.03 kcal per mole

# 7
Here is 4 unconnected molecules or ions with the total composition C5H18O3 from the OMol25 dataset. Energies are from ωB97M-V/def2-TZVPD.

```
26
Properties=species:S:1:pos:R:3:forces:R:3
C -0.81531 2.69540 1.12787 0.9 1.3 -1.3
C -2.19430 2.10169 0.97116 -0.7 -0.3 0.2
C -2.28108 0.72746 1.72265 -1.7 0.3 -0.4
C -3.46611 -0.01618 1.03282 1.8 -0.9 0.6
C -2.51763 0.93924 3.22770 2.4 1.4 0.5
H -0.19741 1.82986 0.91611 0.9 0.2 0.4
H -0.47800 3.48705 0.39294 -0.9 -0.9 0.2
H -0.54268 3.23253 2.03846 -0.3 -0.8 0.5
H -3.04192 2.71570 1.31558 0.4 0.1 0.1
H -2.42982 1.92952 -0.09986 0.4 0.0 0.5
H -1.34229 0.17954 1.59765 -0.2 0.0 -0.2
H -3.48208 -1.06889 1.35374 -0.4 0.3 0.1
H -3.24046 -0.04706 -0.02550 -0.3 0.0 -0.4
H -4.40158 0.48734 1.21081 -0.4 0.1 0.1
H -3.51498 1.13107 3.57346 -0.6 0.0 -0.2
H -1.90418 1.84071 3.47174 -0.7 0.0 -0.1
H -1.99615 0.29851 3.94690 -0.5 -0.9 -0.5
O 4.95537 -0.38355 -4.43881 0.0 0.3 -0.1
H 4.75883 0.53187 -4.69338 0.0 -0.4 0.1
H 4.19382 -0.89168 -4.73127 0.1 0.4 -0.2
O 4.67061 -4.23584 -1.11590 -0.1 -0.8 -0.3
H 4.85898 -5.15780 -1.37895 0.0 0.7 0.2
H 3.70757 -4.20481 -1.15431 -0.1 0.1 0.1
O 3.19851 -2.90238 -3.35018 0.9 0.5 -0.3
H 4.05122 -2.96387 -2.88308 -0.3 -0.3 0.2
H 3.45106 -2.25541 -4.02835 -0.6 -0.5 0.3
```
Forces are in eV/Å.

HOMO level = -0.3898 Eh
Structure (SMILES) = CCC(C)C.O.O.O
Energy above the lowest of the compared OMol25 structures with the same formula, charge and spin = 23.24 kcal per mole

# 8
Here is 4 unconnected molecules or ions with the total composition C3H14O4 from the OMol25 dataset. Energies are from ωB97M-V/def2-TZVPD.

```
21
Properties=species:S:1:pos:R:3:forces:R:3
C -1.10431 0.73800 -1.07272 1.2 -1.4 -0.8
O -0.22725 -0.04656 -0.27791 -0.4 -1.2 0.3
C -0.50075 0.81731 -2.47894 0.6 3.2 -0.1
C 0.87366 1.54723 -2.59053 1.9 -1.0 0.9
H -2.14471 0.22302 -1.21690 1.7 1.2 1.0
H -0.97148 1.69554 -0.58461 -1.5 0.7 -0.4
H 0.40040 0.47077 0.26700 -0.5 0.0 0.0
H -0.36931 -0.08598 -3.04168 -0.5 -0.7 0.1
H -1.15065 1.53166 -3.01044 -0.3 -0.6 -0.4
H 1.28918 1.50168 -3.59873 -0.5 0.2 -0.3
H 1.11344 2.53800 -2.19228 -1.3 0.4 -0.2
H 1.70042 1.05350 -2.03569 -0.7 -0.6 0.0
H 0.02729 -1.26540 2.30445 -0.3 -0.2 -0.5
H -1.55725 -1.42221 2.16578 0.5 -0.3 -0.4
O -0.83489 -1.06358 2.68155 -0.3 0.6 1.2
H 0.15654 -3.28072 -0.17806 -0.2 0.3 -0.3
H -0.52188 -1.87005 0.12121 0.3 0.4 -0.6
O -0.05525 -2.62463 0.48943 0.1 -1.0 0.8
H 2.38922 0.76877 2.23450 0.4 0.1 0.9
H 1.16834 1.14100 3.29840 0.8 -0.1 0.3
O 1.46506 0.99445 2.39214 -1.2 0.0 -1.5
```
Forces are in eV/Å.

Spin multiplicity = 2
HOMO level (spin up / spin down) = 0.0357 / -0.2527 Eh
Charge = -1
Energy above the lowest of the compared OMol25 structures with the same formula, charge and spin = 25.93 kcal per mole

Copy entry 6 word for word.
Here is 2 unconnected molecules or ions with the total composition C2H3F3NO from the OMol25 dataset. Energies are from ωB97M-V/def2-TZVPD.

```
10
Properties=species:S:1:pos:R:3:forces:R:3
C -0.13437 -0.53261 -0.55809 1.8 -1.1 1.5
C -0.94175 0.44769 0.19812 0.1 -0.9 1.1
N 1.65444 -0.31994 0.28307 -3.3 -1.0 0.8
O 1.43535 0.60952 1.19596 1.2 0.2 0.0
F -0.27814 -1.87266 -0.15811 -0.7 0.6 -0.1
F -2.15997 -0.10424 0.71970 1.3 0.6 -0.2
F -1.34834 1.51397 -0.56334 0.2 -0.1 -0.2
H -0.24886 -0.51149 -1.60264 0.1 0.2 -1.5
H -0.14321 0.76873 0.99523 -1.4 0.1 -0.2
H 2.16485 0.00104 -0.50990 0.6 1.4 -1.2
```
Forces are in eV/Å.

HOMO level (spin up / spin down) = -0.0939 / -0.0938 Eh
Charge = -1
Energy above the lowest of the compared OMol25 structures with the same formula, charge and spin = 50.03 kcal per mole